Density functional theory data (ωB97M-V/def2-TZVPD) for C29H23Cl2N5O8SSn as an isolated structure at a distorted geometry.

```
69
Properties=species:S:1:pos:R:3
Sn 0.211 -0.138 0.289
C -3.186 -3.406 1.973
C -2.646 -2.120 1.360
O -1.410 -2.086 1.118
C -3.575 -1.108 1.113
C -3.320 0.241 0.744
C -4.509 1.149 0.538
N -2.120 0.756 0.668
N -2.086 2.111 0.465
C -0.911 2.658 0.615
O 0.182 2.073 0.947
C -0.884 4.138 0.428
C 0.286 4.839 0.712
C 0.328 6.218 0.572
C -0.796 6.909 0.144
C -1.959 6.213 -0.160
C -2.004 4.835 -0.024
H -2.710 -4.264 1.499
H -2.935 -3.416 3.036
H -4.266 -3.483 1.856
H -4.614 -1.356 1.291
H -5.441 0.584 0.522
H -4.546 1.898 1.331
H -4.382 1.684 -0.403
H 1.147 4.278 1.048
H 1.243 6.753 0.799
H -0.764 7.989 0.047
H -2.836 6.748 -0.507
H -2.895 4.271 -0.257
S 4.001 0.735 3.350
C 2.770 0.080 4.351
C 1.697 -0.357 3.639
C 1.807 -0.198 2.224
C 3.005 0.380 1.914
C 3.481 0.749 0.597
C 4.679 1.442 0.367
C 5.015 1.799 -0.923
C 4.157 1.471 -1.967
C 3.002 0.771 -1.660
N 2.688 0.402 -0.427
H 2.925 0.068 5.421
H 0.836 -0.798 4.124
H 5.318 1.694 1.203
H 5.936 2.338 -1.119
H 4.375 1.753 -2.988
H 2.279 0.496 -2.421
Cl 1.891 -3.109 0.125
C 0.714 -3.432 -1.151
Cl 1.051 -2.453 -2.582
H -0.271 -3.177 -0.764
H 0.787 -4.476 -1.437
O -1.194 2.142 -3.705
C -1.255 1.159 -2.956
O -0.355 0.690 -2.213
C -2.579 0.365 -3.031
C -2.658 -0.932 -2.554
C -3.849 -1.647 -2.669
C -4.965 -1.088 -3.259
C -4.865 0.203 -3.757
C -3.685 0.932 -3.644
N -5.992 0.764 -4.462
O -6.972 0.057 -4.657
O -5.924 1.914 -4.857
N -3.909 -3.022 -2.233
O -2.865 -3.646 -2.167
O -5.006 -3.526 -2.043
H -1.793 -1.397 -2.100
H -5.878 -1.650 -3.372
H -3.613 1.930 -4.052
```

The calculation puts the LUMO energy at 3.634 eV. As for the HOMO energy: -1.189 eV. The energy above the lowest of the compared OMol25 structures with the same formula, charge and spin comes out at 10.11 kcal/mol. As for the net charge: -2.

***

Density functional theory data (ωB97M-V/def2-TZVPD) for C29H23F12N3O5SScSe as an isolated structure at a distorted geometry.

```
75
Properties=species:S:1:pos:R:3
Sc -0.102 -0.655 0.993
C -4.628 0.875 -3.966
C -3.778 0.935 -2.718
C -2.981 2.033 -2.429
C -2.209 2.065 -1.282
C -2.187 1.006 -0.367
N -1.356 1.032 0.769
C -1.308 2.200 1.522
C -2.387 3.109 1.510
C -2.374 4.297 2.210
C -1.281 4.662 2.986
C -1.236 5.965 3.749
C -0.240 3.753 3.064
C -0.232 2.532 2.389
C 0.938 1.560 2.601
O 0.608 0.241 2.524
C 2.020 1.819 1.503
F 2.410 3.095 1.390
F 1.508 1.452 0.302
F 3.130 1.078 1.689
C 1.631 1.746 3.991
F 2.411 0.693 4.281
F 2.431 2.838 4.057
F 0.728 1.845 4.975
C -2.957 -0.135 -0.689
C -3.740 -0.137 -1.837
C -2.736 -1.403 0.161
O -1.420 -1.767 0.161
C -3.502 -2.642 -0.376
F -4.843 -2.470 -0.399
F -3.109 -2.926 -1.632
F -3.252 -3.736 0.354
C -3.205 -1.145 1.663
F -2.122 -1.040 2.473
F -3.960 -2.129 2.184
F -3.917 -0.021 1.801
H -4.819 1.874 -4.361
H -4.135 0.294 -4.751
H -5.590 0.398 -3.760
H -2.948 2.874 -3.118
H -1.572 2.921 -1.079
H -3.261 2.852 0.927
H -3.241 4.951 2.164
H -2.006 6.652 3.393
H -1.399 5.808 4.820
H -0.264 6.453 3.637
H 0.605 4.022 3.686
H -4.346 -0.999 -2.079
C 3.141 -2.662 2.045
S 1.641 -2.702 1.122
O 1.656 -3.908 0.339
O 0.517 -2.553 2.051
O 1.686 -1.453 0.299
H 3.173 -3.554 2.671
H 3.140 -1.751 2.646
H 3.954 -2.663 1.321
C 3.364 0.110 -2.617
N 2.751 -1.199 -2.698
C 1.419 -1.442 -2.544
Se 0.084 -0.232 -2.267
N 1.271 -2.789 -2.609
C 2.504 -3.419 -2.732
C 2.872 -4.749 -2.791
C 4.228 -5.030 -2.910
C 5.177 -4.009 -2.968
C 4.800 -2.672 -2.912
C 3.448 -2.400 -2.799
H 2.593 0.851 -2.801
H 4.149 0.189 -3.369
H 3.782 0.277 -1.623
H 0.423 -3.226 -2.285
H 2.133 -5.538 -2.718
H 4.556 -6.062 -2.946
H 6.227 -4.261 -3.044
H 5.535 -1.877 -2.945
```

The calculation puts the LUMO energy at 2.403 eV. As for the HOMO energy: -4.268 eV. The energy above the lowest of the compared OMol25 structures with the same formula, charge and spin comes out at 1.91 kcal/mol. As for the net charge: -1.

***

Density functional theory data (ωB97M-V/def2-TZVPD) for C29H23F2N5O3Tl as an isolated structure.

```
63
Properties=species:S:1:pos:R:3
Tl -0.243 -0.229 -0.353
O 4.789 1.904 -5.126
C 4.683 2.499 -3.853
C 3.360 2.136 -3.240
C 2.456 1.350 -3.909
C 1.245 1.034 -3.265
N 0.953 1.484 -2.056
C 1.825 2.277 -1.416
C 3.042 2.616 -1.958
C 1.377 2.761 -0.082
C 1.946 3.880 0.516
C 1.492 4.293 1.756
C 2.100 5.480 2.465
O 2.952 6.256 1.657
C 0.463 3.573 2.354
C -0.058 2.483 1.690
N 0.387 2.079 0.498
H 5.615 2.174 -5.536
H 4.754 3.591 -3.911
H 5.478 2.152 -3.182
H 2.670 0.986 -4.903
H 0.615 -0.142 -4.790
H 3.750 3.229 -1.418
H 2.727 4.443 0.027
H 2.710 5.098 3.287
H 1.306 6.082 2.916
H 2.429 6.883 1.147
H 0.059 3.863 3.316
H -0.872 1.908 2.118
F -5.417 -1.075 1.447
C -4.124 -0.997 1.774
C -3.208 -0.599 0.814
C -1.881 -0.509 1.176
C -1.422 -0.808 2.468
C -2.399 -1.237 3.369
F -2.061 -1.612 4.616
C -3.739 -1.332 3.052
C 0.008 -0.662 2.842
C 0.436 -0.492 4.157
C 1.784 -0.317 4.421
C 2.691 -0.310 3.376
C 2.193 -0.465 2.096
N 0.899 -0.635 1.838
H -3.550 -0.378 -0.189
H -4.454 -1.672 3.788
H -0.273 -0.485 4.968
H 2.118 -0.187 5.442
H 3.751 -0.181 3.539
H 2.855 -0.451 1.237
O 1.948 -2.494 -2.035
N 0.824 -2.329 -2.041
N 0.354 0.180 -3.873
C -1.023 0.040 -3.554
C -1.795 1.084 -3.040
C -3.136 0.872 -2.762
C -3.724 -0.364 -3.005
C -2.961 -1.392 -3.537
C -1.614 -1.194 -3.804
H -1.342 2.050 -2.878
H -3.738 1.683 -2.371
H -4.773 -0.519 -2.792
H -3.409 -2.354 -3.742
H -1.014 -2.001 -4.207
```

The calculation puts the LUMO energy (alpha / beta) at -2.767 / -3.799 eV. As for the HOMO energy (alpha / beta): -10.114 / -10.801 eV. The energy above the lowest of the compared OMol25 structures with the same formula, charge and spin comes out at 0.00 kcal/mol. As for the net charge: +1.

***

no.,molecular weight (u)
1,791.21
2,877.48
3,731.91